{"formula": "C22H27IN3O9Ru", "method": "the ωB97M-V functional and the def2-TZVPD basis", "e_lumo_ha": [0.145, 0.145], "spin_multiplicity": 6, "total_charge": -2, "gap_ev": [5.339, 6.809], "de_lowest_ev": 0.693, "s2": 8.77, "e_tot_ev": -56831.7276, "max_force_ha_per_bohr": 0.006, "elements": ["Ru", "O", "C", "C", "N", "C", "C", "O", "O", "C", "C", "O", "O", "H", "H", "H", "H", "H", "H", "H", "H", "H", "I", "C", "C", "N", "N", "C", "H", "H", "H", "C", "C", "C", "C", "C", "H", "H", "H", "H", "H", "H", "H", "H", "H", "H", "O", "C", "O", "C", "C", "C", "C", "O", "C", "O", "C", "C", "H", "H", "H", "H", "H"], "xyz": [[0.114, 1.078, 0.085], [-2.391, 2.651, -0.764], [-1.911, 3.058, -2.027], [-1.494, 1.883, -2.884], [-0.323, 1.151, -2.366], [-0.527, -0.289, -2.528], [-1.657, -0.756, -1.594], [-2.285, -1.768, -1.883], [-1.847, -0.010, -0.565], [0.893, 1.616, -3.024], [2.182, 1.173, -2.322], [3.200, 1.053, -2.997], [2.093, 1.039, -1.052], [-2.445, 1.673, -0.747], [-1.078, 3.753, -1.874], [-2.698, 3.605, -2.564], [-1.291, 2.231, -3.907], [-2.337, 1.191, -2.952], [0.385, -0.810, -2.229], [-0.766, -0.559, -3.565], [0.893, 2.711, -2.992], [0.927, 1.310, -4.078], [0.097, 8.087, 0.302], [0.638, 5.409, 0.459], [1.827, 4.932, -0.052], [1.735, 3.592, -0.181], [0.526, 3.159, 0.215], [-0.139, 4.253, 0.606], [2.739, 5.441, -0.320], [2.376, 2.888, -0.533], [-1.148, 4.135, 0.964], [-2.696, 1.271, 2.325], [-1.410, 0.602, 2.813], [-1.200, 0.958, 4.292], [-1.562, -0.924, 2.685], [-0.195, 1.063, 2.051], [-3.542, 0.963, 2.949], [-2.916, 0.982, 1.302], [-2.611, 2.359, 2.370], [-2.051, 0.621, 4.893], [-1.094, 2.037, 4.418], [-0.297, 0.479, 4.676], [-2.417, -1.268, 3.280], [-0.663, -1.430, 3.047], [-1.720, -1.206, 1.645], [0.759, 0.838, 2.537], [2.285, -0.937, 1.642], [1.539, -1.484, 0.840], [0.563, -0.957, 0.197], [1.710, -2.962, 0.534], [2.853, -3.606, 0.989], [3.079, -4.962, 0.742], [2.103, -5.627, 0.043], [2.086, -6.952, -0.350], [0.784, -7.154, -0.891], [0.181, -5.894, -1.105], [0.963, -4.990, -0.408], [0.732, -3.656, -0.193], [3.567, -3.018, 1.548], [3.974, -5.466, 1.081], [0.183, -7.732, -0.175], [0.871, -7.680, -1.844], [-0.148, -3.147, -0.564]]}